ORCA calculation (ωB97M-V/def2-TZVPD) on a cluster of 2 separate species, C5H12N2O in total at a distorted geometry.

Values from the calculation:
LUMO (alpha / beta) ... 0.03463 / -0.06564 hartree
Spin multiplicity ... 3
Frontier orbital gap (alpha / beta) ... 6.896 / 7.617 eV
Expectation value of S² ... 2.01
E_HOMO (alpha / beta) ... -5.953 / -9.403 eV

```
20
C5H12N2O, DFT ωB97M-V/def2-TZVPD
C 0.407 2.691 -0.098
C -1.422 1.216 0.576
C 0.772 0.912 1.584
C 0.264 -3.410 -1.152
C -0.072 1.698 0.640
N -0.753 -2.327 -0.939
N -0.570 -1.142 -1.093
O 0.740 -0.619 -1.349
H 0.764 0.298 -1.270
H -0.256 3.228 -0.669
H 1.400 3.130 0.107
H -1.904 1.466 -0.299
H -1.974 1.478 1.420
H -1.396 0.218 0.774
H 0.818 -0.037 1.184
H 1.744 1.370 1.898
H 0.291 0.878 2.513
H 1.198 -2.958 -1.304
H -0.231 -3.868 -2.139
H 0.179 -4.222 -0.383
```

=====

ORCA calculation (ωB97M-V/def2-TZVPD) on a cluster of 2 separate species, C5H12N2O2 in total at a distorted geometry.

Values from the calculation:
LUMO (alpha / beta) ... 0.03239 / 0.03242 hartree
Frontier orbital gap (alpha / beta) ... 8.081 / 8.083 eV
E_HOMO (alpha / beta) ... -7.200 / -7.201 eV

```
21
C5H12N2O2, DFT ωB97M-V/def2-TZVPD
C -0.303 -0.507 1.772
C 1.308 0.424 0.233
C -1.931 0.671 -1.362
C -1.390 -1.501 1.950
N 0.466 -0.514 0.728
C 1.968 0.008 -0.967
N 2.953 0.830 -1.464
O -1.538 1.415 -0.233
O 1.622 -1.017 -1.567
H 0.348 -1.257 0.022
H -0.236 0.329 2.451
H 3.378 1.510 -0.859
H 3.506 0.453 -2.216
H 1.659 1.223 0.862
H -0.628 1.802 -0.397
H -1.118 0.043 -1.738
H -2.279 1.320 -2.170
H -2.754 0.020 -1.051
H -1.375 -2.239 1.152
H -1.296 -2.015 2.907
H -2.359 -1.001 1.946
```

=====

ORCA calculation (ωB97M-V/def2-TZVPD) on a cluster of 2 separate species, C5H12N2O2 in total at a distorted geometry.

Values from the calculation:
LUMO ... 0.03110 hartree
Frontier orbital gap ... 9.904 eV
E_HOMO ... -9.058 eV

```
21
C5H12N2O2, DFT ωB97M-V/def2-TZVPD
C 0.474 0.342 -1.505
C 2.343 0.323 0.444
C 1.077 0.938 -0.091
N 1.011 -0.902 -2.046
O 0.701 2.052 0.244
H 0.376 -1.673 -1.841
H 1.057 -0.843 -3.062
H 0.770 1.144 -2.188
H -0.619 0.378 -1.494
H 2.536 -0.665 0.027
H 2.232 0.201 1.525
H 3.185 0.987 0.238
N -1.156 0.909 2.242
C -1.256 -1.062 0.844
C -2.456 -0.800 0.295
O -0.473 -0.234 1.669
H -2.150 0.728 2.136
H -0.904 1.656 1.586
H -0.879 -2.074 0.939
H -2.823 0.209 0.151
H -3.047 -1.612 -0.113
```

=====

ORCA calculation (ωB97M-V/def2-TZVPD) on a cluster of 2 separate species, C5H12N2O2 in total at a distorted geometry.

Values from the calculation:
LUMO ... 0.02800 hartree
Frontier orbital gap ... 10.215 eV
E_HOMO ... -9.453 eV

```
21
C5H12N2O2, DFT ωB97M-V/def2-TZVPD
C -1.007 -1.051 1.505
C -1.418 0.395 1.452
O -1.554 1.117 0.426
N -1.587 1.156 2.672
H -1.510 -1.643 2.307
H 0.003 -1.222 1.521
H -1.660 2.071 2.681
H -1.661 0.627 3.544
H -1.296 -1.662 0.697
C 0.214 -0.856 -1.507
C 0.970 -1.070 -2.857
C 1.238 -0.156 -0.663
O 2.323 -0.563 -0.299
N 0.955 1.203 -0.641
H -0.729 -0.349 -1.636
H 0.091 -1.855 -1.046
H 0.211 -1.542 -3.545
H 1.589 1.782 -0.176
H 0.059 1.502 -1.051
H 1.601 -2.037 -2.824
H 1.600 -0.195 -3.284
```

=====

Taking the records one at a time from the top gives ΔE to the lowest compared entry with this formula, charge and spin values of 112.8 233.0 427.9 157.7 kJ/mol.